# C4H13N2O

2 unconnected molecules or ions with the total composition C4H13N2O at a distorted geometry (ωB97M-V with the def2-TZVPD basis set, the Open Molecules 2025 dataset).

The net charge is +1. The HOMO-LUMO gap comes out at 8.704 eV. The value obtained for the HOMO energy is -12.14 eV. For the total energy, the calculation gives -9379.4051 eV.

Each line ends with the Löwdin charge.
Geometry (Å):
C: -1.946 0.844 0.799  -0.281
C: -0.480 1.210 0.462  -0.177
C: 0.400 0.049 0.732  -0.069
C: 1.224 -0.424 -0.180  -0.087
N: 2.061 -1.621 0.027  0.212
N: -2.070 0.519 2.190  0.004
H: -2.264 0.026 0.152  0.120
H: -2.564 1.706 0.533  0.112
H: -0.246 2.033 1.125  0.119
H: -0.392 1.659 -0.529  0.121
H: 0.261 -0.391 1.685  0.108
H: 1.321 0.014 -1.157  0.097
H: 1.767 -2.379 -0.597  0.178
H: 3.042 -1.417 -0.160  0.175
H: 1.985 -1.954 0.986  0.171
H: -1.981 1.307 2.800  0.081
H: -2.752 -0.182 2.405  0.076
H: 0.579 0.408 -3.744  0.050
H: 1.012 -1.037 -4.107  0.044
O: 1.042 -0.370 -3.422  -0.053

Cartesian forces (eV/Å) of the 2 atoms listed first:
C 0.075 0.599 -0.563
C -0.761 0.417 0.144

=====

# C4H13N2O2

2 unconnected molecules or ions with the total composition C4H13N2O2 at a distorted geometry (ωB97M-V with the def2-TZVPD basis set, the Open Molecules 2025 dataset).

The net charge is +1. The HOMO-LUMO gap comes out at 11.271 eV. The value obtained for the HOMO energy is -14.17 eV. For the total energy, the calculation gives -11428.2630 eV.

Each line ends with the Löwdin charge.
Geometry (Å):
O: 0.856 -0.693 1.486  0.057
C: 1.295 -0.634 0.343  -0.498
N: 2.596 -0.701 0.074  0.205
C: 0.304 -0.411 -0.788  -0.207
N: -1.098 -0.251 -0.249  0.028
C: -1.709 -1.266 0.649  0.010
C: 0.643 0.874 -1.592  0.008
H: 3.208 -0.714 0.874  0.139
H: 2.965 -0.668 -0.859  0.122
H: 0.269 -1.215 -1.503  0.156
H: -1.034 0.648 0.279  0.104
H: -1.682 -0.109 -1.067  0.180
H: -2.158 -2.062 0.045  0.109
H: -0.945 -1.834 1.168  0.092
H: -2.408 -0.793 1.329  0.109
H: 1.712 1.016 -1.485  0.080
H: 0.484 0.726 -2.652  0.093
H: 0.097 1.719 -1.182  0.091
H: -0.710 2.687 1.300  0.070
H: -1.326 1.681 2.368  0.077
O: -1.361 2.000 1.462  -0.022

Cartesian forces (eV/Å) of the 2 atoms listed first:
O 0.391 0.303 -0.289
C -1.090 -0.045 1.334

=====

# C4H13N2O2

2 unconnected molecules or ions with the total composition C4H13N2O2 at a distorted geometry (ωB97M-V with the def2-TZVPD basis set, the Open Molecules 2025 dataset).

The net charge is +1. The HOMO-LUMO gap comes out at 7.327 eV. The value obtained for the HOMO energy is -11.69 eV. For the total energy, the calculation gives -11425.4463 eV.

Each line ends with the Löwdin charge.
Geometry (Å):
C: -1.565 1.781 -0.495  -0.019
C: -2.498 1.113 0.567  -0.068
C: 2.493 -0.809 0.453  -0.372
C: -1.803 -1.116 0.127  -0.213
N: 1.491 -0.090 -0.358  -0.020
N: 3.831 -0.622 0.021  0.005
O: -1.926 -2.313 -0.303  0.216
O: -2.734 -0.312 0.112  0.096
H: -0.604 1.950 -0.116  0.034
H: -1.496 0.967 -1.296  0.112
H: -2.043 2.751 -0.831  0.115
H: -3.462 1.568 0.540  0.118
H: -2.309 1.109 1.610  0.123
H: 2.490 -0.295 1.443  0.117
H: 2.309 -1.869 0.554  0.104
H: 1.678 -0.280 -1.354  0.083
H: 1.481 0.907 -0.093  0.067
H: 4.318 -1.197 -0.663  0.087
H: 4.054 0.300 -0.107  0.032
H: -0.786 -0.951 0.465  0.160
H: -2.920 -2.593 -0.276  0.227

Cartesian forces (eV/Å) of the 2 atoms listed first:
C -2.210 -1.026 -0.391
C 0.136 0.593 -1.660

=====

# C4H13N2O2

2 unconnected molecules or ions with the total composition C4H13N2O2 at a distorted geometry (ωB97M-V with the def2-TZVPD basis set, the Open Molecules 2025 dataset).

The net charge is +1. The HOMO-LUMO gap comes out at 11.320 eV. The value obtained for the HOMO energy is -14.21 eV. For the total energy, the calculation gives -11428.9932 eV.

Each line ends with the Löwdin charge.
Geometry (Å):
C: -1.837 0.473 1.068  -0.030
C: -0.876 -0.310 0.221  -0.328
C: 0.193 0.582 -0.395  -0.080
C: 1.109 -0.068 -1.413  -0.509
N: 2.349 0.418 -1.522  0.196
O: 0.755 -1.027 -2.092  0.042
N: -1.666 -1.015 -0.877  0.217
H: -2.594 -0.132 1.583  0.102
H: -2.367 1.186 0.446  0.095
H: -1.278 0.996 1.827  0.092
H: -0.365 -1.126 0.700  0.148
H: -0.169 1.536 -0.823  0.151
H: 0.764 0.969 0.449  0.107
H: 2.670 1.331 -1.206  0.134
H: 2.896 0.044 -2.280  0.128
H: -2.434 -0.451 -1.221  0.164
H: -2.026 -1.913 -0.565  0.172
H: -0.980 -1.212 -1.651  0.133
H: 1.608 0.363 3.121  0.055
H: 2.577 -0.485 2.316  0.056
O: 1.669 -0.160 2.313  -0.044

Cartesian forces (eV/Å) of the 2 atoms listed first:
C -0.303 -0.387 0.420
C -0.149 0.021 -1.105

=====

# C4H13N2O2

A molecular structure, C4H13N2O2 at a distorted geometry (ωB97M-V with the def2-TZVPD basis set, the Open Molecules 2025 dataset).

The net charge is +1. The HOMO-LUMO gap comes out at 10.618 eV. The value obtained for the HOMO energy is -13.44 eV. For the total energy, the calculation gives -11425.3876 eV.

Each line ends with the Löwdin charge.
Geometry (Å):
C: 2.320 0.761 0.197  0.020
C: -1.380 -0.888 0.902  -0.206
C: -0.572 0.410 0.712  -0.106
C: 1.132 -0.188 -0.165  -0.521
N: -1.209 1.130 -0.426  0.103
N: -1.749 -1.269 -0.410  0.039
O: 0.737 0.028 -1.493  -0.022
O: 1.299 -1.500 0.087  0.057
H: 3.105 0.689 -0.608  0.114
H: 2.726 0.261 1.091  0.089
H: 1.811 1.788 0.348  0.125
H: -0.826 -1.569 1.356  0.062
H: -2.269 -0.566 1.660  0.192
H: -0.258 0.921 1.525  0.089
H: -2.015 1.734 -0.368  0.150
H: -0.470 1.567 -0.986  0.136
H: -2.598 -1.810 -0.576  0.142
H: -1.015 -1.762 -0.946  0.137
H: -1.667 0.086 -0.757  0.109
H: 1.440 0.525 -1.977  0.136
H: 1.946 -1.494 0.855  0.154

Cartesian forces (eV/Å) of the 2 atoms listed first:
C -1.769 -0.739 0.018
C -3.010 4.543 1.497

=====

# C4H13N2O2P

2 unconnected molecules or ions with the total composition C4H13N2O2P at a distorted geometry (ωB97M-V with the def2-TZVPD basis set, the Open Molecules 2025 dataset).

The HOMO-LUMO gap comes out at 8.593 eV. The value obtained for the HOMO energy is -8.30 eV. The structure (SMILES) is COP(O)C(C)C.[H]/N=N/[H]. For the total energy, the calculation gives -20720.0544 eV.

Each line ends with the Löwdin charge.
Geometry (Å):
C: 2.540 0.985 0.104  -0.137
C: 0.672 2.295 -0.892  -0.166
C: -2.422 0.417 -1.025  -0.200
C: 1.273 0.933 -0.765  -0.477
N: -1.310 -3.147 1.890  -0.026
N: -1.242 -3.963 2.790  -0.004
O: 0.494 -1.496 0.045  -0.281
O: -1.180 -0.223 -1.022  -0.413
P: -0.122 -0.026 0.232  0.858
H: 3.048 1.957 0.102  0.069
H: 2.437 0.780 1.100  0.018
H: 3.411 0.327 -0.164  0.090
H: 1.472 2.986 -1.495  0.142
H: 0.452 2.781 -0.040  0.029
H: -0.165 2.389 -1.452  0.011
H: -2.826 0.578 -0.086  0.020
H: -3.202 -0.318 -1.529  0.125
H: -2.267 1.485 -1.415  0.095
H: 1.253 0.249 -1.705  0.138
H: 0.084 -2.253 0.431  -0.015
H: -2.193 -2.657 1.905  0.052
H: -0.209 -4.081 2.992  0.073

Cartesian forces (eV/Å) of the 2 atoms listed first:
C 2.241 0.032 -2.829
C 4.994 0.893 -3.810

=====

# C4H13N2O4PS

2 unconnected molecules or ions with the total composition C4H13N2O4PS at a distorted geometry (ωB97M-V with the def2-TZVPD basis set, the Open Molecules 2025 dataset).

The HOMO-LUMO gap comes out at 10.368 eV. The value obtained for the HOMO energy is -9.87 eV. For the total energy, the calculation gives -35652.6405 eV.

Each line ends with the Löwdin charge.
Geometry (Å):
C: -4.319 2.416 -0.773  -0.041
C: 3.097 -0.189 0.847  -0.112
C: 3.631 -0.125 -0.598  -0.090
C: 2.324 -0.795 -0.229  -0.371
N: -1.413 -2.371 1.100  -0.214
N: 1.115 -0.164 -0.651  0.043
O: 0.455 -0.521 1.780  -0.306
O: 0.485 1.963 1.100  -0.252
O: -1.279 0.259 0.243  -0.461
O: -1.072 -1.828 -1.255  -0.499
P: 0.181 0.557 0.830  0.233
S: -1.901 -1.323 -0.103  0.951
H: -3.863 2.066 -1.745  0.037
H: -3.562 2.670 -0.186  -0.054
H: -5.008 3.260 -1.096  0.046
H: 2.830 0.818 1.158  0.099
H: 3.684 -0.812 1.549  0.127
H: 3.494 0.792 -1.218  0.104
H: 4.508 -0.815 -1.005  0.137
H: 2.398 -1.808 -0.257  0.120
H: -1.886 -2.253 2.094  0.135
H: -0.644 -3.067 0.999  0.091
H: 1.089 0.670 -1.227  0.145
H: 0.513 -0.982 -1.030  0.117
H: -4.856 1.581 -0.324  0.016

Cartesian forces (eV/Å) of the 2 atoms listed first:
C -3.224 -0.864 -4.398
C 2.202 1.062 -0.200

=====

# C4H13N2OP

2 unconnected molecules or ions with the total composition C4H13N2OP at a distorted geometry (ωB97M-V with the def2-TZVPD basis set, the Open Molecules 2025 dataset).

The HOMO-LUMO gap comes out at 6.109 eV. The value obtained for the HOMO energy is -7.46 eV. The structure (SMILES) is CCN(N)CC.O=P. For the total energy, the calculation gives -18671.6188 eV.

Each line ends with the Löwdin charge.
Geometry (Å):
C: -1.579 -1.678 -1.111  -0.082
C: 2.058 0.682 -0.681  -0.109
C: -0.346 -2.099 -0.242  -0.228
C: 0.610 0.216 -0.685  -0.256
N: -0.007 -0.637 1.529  0.048
N: 0.302 -0.883 0.203  -0.307
O: 0.035 3.150 0.322  -0.597
P: -0.782 4.034 1.142  0.797
H: -2.128 -2.539 -1.504  0.071
H: -2.030 -0.984 -0.399  0.073
H: -1.352 -1.087 -1.935  0.022
H: 2.751 0.165 0.059  0.087
H: 2.557 0.500 -1.664  0.068
H: 2.017 1.790 -0.468  0.056
H: -0.656 -2.842 0.511  0.115
H: 0.406 -2.607 -0.824  0.090
H: 0.088 1.173 -0.321  0.091
H: 0.539 -0.275 -1.639  0.100
H: 0.656 -0.043 1.949  0.057
H: -0.796 -0.042 1.535  0.048
H: -0.629 3.396 2.411  -0.146

Cartesian forces (eV/Å) of the 2 atoms listed first:
C 0.505 -1.330 2.035
C 1.968 0.688 0.551

=====

# C4H13N2P

A single C4H13N2P molecule at a distorted geometry (ωB97M-V with the def2-TZVPD basis set, the Open Molecules 2025 dataset).

The HOMO-LUMO gap comes out at 8.997 eV. The value obtained for the HOMO energy is -8.12 eV. The structure (SMILES) is CN=P(C)(C)NC. For the total energy, the calculation gives -16626.5563 eV.

Each line ends with the Löwdin charge.
Geometry (Å):
C: 1.638 1.936 -0.675  -0.218
C: -2.056 0.815 0.650  -0.206
C: -0.642 -1.652 -1.198  -0.188
C: 1.419 -1.305 0.771  -0.197
N: 0.878 0.729 -1.137  -0.297
N: -1.008 -0.148 1.160  -0.225
P: 0.204 -0.345 -0.214  0.645
H: 0.802 2.547 -0.374  0.028
H: 1.982 2.493 -1.554  0.057
H: 2.326 1.878 0.216  0.073
H: -1.724 1.858 0.541  0.060
H: -2.243 0.577 -0.449  0.062
H: -3.043 0.607 1.187  0.086
H: -0.125 -2.105 -2.054  0.052
H: -0.760 -2.550 -0.479  0.073
H: -1.574 -1.347 -1.576  0.006
H: 0.998 -2.324 0.871  0.044
H: 2.383 -1.295 0.267  0.046
H: 1.472 -0.848 1.732  0.015
H: -0.478 0.346 1.951  0.085

Cartesian forces (eV/Å) of the 2 atoms listed first:
C -1.943 -0.429 0.094
C -0.906 -1.357 -1.106

=====

# C4H13N2P

A gas-phase ion, C4H13N2P (charge +2) at a distorted geometry (ωB97M-V with the def2-TZVPD basis set, the Open Molecules 2025 dataset).

The net charge is +2. The HOMO-LUMO gap comes out at 9.369 eV. The value obtained for the HOMO energy is -17.68 eV. The structure (SMILES) is C[NH2+]C/C=P/C[NH3+]. For the total energy, the calculation gives -16609.2630 eV.

Each line ends with the Löwdin charge.
Geometry (Å):
C: 1.321 -0.869 0.022  -0.219
C: 0.052 -0.266 -0.477  -0.346
C: 3.652 0.099 0.115  0.006
C: -2.763 0.606 -0.388  -0.363
N: 2.230 0.223 0.525  0.009
N: -3.966 0.057 0.152  0.131
P: -1.235 -0.037 0.668  1.073
H: 1.076 -1.503 0.837  0.112
H: 1.725 -1.423 -0.705  0.092
H: 4.051 -0.833 0.568  0.120
H: 0.136 0.055 -1.465  0.057
H: 3.830 -0.227 -1.006  0.162
H: 4.171 0.986 0.401  0.098
H: -2.715 0.371 -1.408  0.091
H: -2.890 1.652 -0.296  0.088
H: 1.904 1.134 0.169  0.175
H: 2.104 0.292 1.540  0.189
H: -4.030 0.082 1.200  0.195
H: -3.898 -0.886 -0.194  0.165
H: -4.756 0.487 -0.257  0.164

Cartesian forces (eV/Å) of the 2 atoms listed first:
C -2.170 2.231 2.633
C -2.260 0.368 2.863

=====

# C4H13N2S

A gas-phase ion, C4H13N2S (charge +1) at a distorted geometry (ωB97M-V with the def2-TZVPD basis set, the Open Molecules 2025 dataset).

The net charge is +1. The HOMO-LUMO gap comes out at 9.476 eV. The value obtained for the HOMO energy is -12.85 eV. The structure (SMILES) is CNC[C@H]([NH3+])CS. For the total energy, the calculation gives -18167.2841 eV.

Each line ends with the Löwdin charge.
Geometry (Å):
N: -0.569 1.856 0.303  0.202
C: 0.193 0.569 0.014  -0.314
C: -0.816 -0.589 -0.205  -0.493
S: -2.380 -0.220 -1.088  0.784
C: 1.090 0.126 1.226  -0.225
N: 1.750 -1.100 0.893  -0.117
C: 2.949 -0.894 0.024  -0.065
H: -1.560 1.593 0.087  0.085
H: -0.444 2.165 1.271  0.170
H: -0.330 2.642 -0.301  0.172
H: 0.857 0.682 -0.831  0.131
H: -1.106 -1.059 0.734  0.083
H: -0.233 -1.297 -0.789  0.085
H: -1.870 -0.257 -2.328  -0.111
H: 0.351 -0.025 2.016  0.129
H: 1.808 0.945 1.404  0.126
H: 1.997 -1.634 1.711  0.118
H: 3.340 -1.885 -0.161  0.091
H: 2.637 -0.318 -0.838  0.066
H: 3.663 -0.249 0.542  0.084

Cartesian forces (eV/Å) of the 2 atoms listed first:
N 0.096 -0.545 -0.063
C -0.085 -1.116 0.897

=====

# C4H13N2S

A gas-phase ion, C4H13N2S (charge +1) at a distorted geometry (ωB97M-V with the def2-TZVPD basis set, the Open Molecules 2025 dataset).

The net charge is +1. The HOMO-LUMO gap comes out at 8.930 eV. The value obtained for the HOMO energy is -12.25 eV. The structure (SMILES) is NC[C@@H]([NH3+])CCS. For the total energy, the calculation gives -18167.6111 eV.

Each line ends with the Löwdin charge.
Geometry (Å):
N: -0.161 1.175 1.555  0.212
C: -0.193 -0.055 0.663  -0.281
C: -1.144 0.170 -0.519  -0.231
C: -1.399 -1.008 -1.464  -0.538
S: -1.160 -0.684 -3.253  0.741
C: 1.239 -0.253 0.159  -0.188
N: 2.143 -0.172 1.342  0.010
H: -0.416 0.994 2.528  0.177
H: 0.843 1.404 1.659  0.142
H: -0.673 1.963 1.155  0.170
H: -0.580 -0.837 1.310  0.159
H: -2.116 0.582 -0.248  0.125
H: -0.642 0.970 -1.084  0.092
H: -0.731 -1.844 -1.258  0.059
H: -2.437 -1.295 -1.334  0.069
H: -0.756 0.577 -3.106  -0.158
H: 1.523 0.486 -0.582  0.135
H: 1.308 -1.245 -0.275  0.126
H: 3.045 0.163 1.025  0.089
H: 2.307 -1.092 1.727  0.089

Cartesian forces (eV/Å) of the 2 atoms listed first:
N 0.640 0.196 0.036
C -0.752 0.019 -0.593

=====

- HOMO-LUMO gap of number 10 (C4H13N2P)?
  9.369 eV